{"formula": "C31H36BN7O5S2Ti", "method": "the ωB97M-V functional and the def2-TZVPD basis", "homo_energy_ev": [-2.956, -4.563], "total_charge": -1, "mol_weight_g_mol": 709.49, "relative_energy_kcal_mol": 1.5, "largest_force_ev_per_a": 0.22, "lumo_energy_ev": [2.112, 2.111], "multiplicity": 2, "species": ["Ti", "N", "C", "C", "N", "H", "H", "H", "H", "H", "H", "H", "H", "O", "C", "O", "C", "C", "C", "C", "C", "C", "S", "H", "H", "H", "H", "N", "C", "N", "C", "N", "C", "C", "N", "C", "C", "N", "H", "H", "H", "H", "H", "C", "C", "O", "S", "C", "C", "C", "C", "C", "C", "C", "C", "H", "H", "H", "H", "H", "H", "H", "C", "C", "C", "O", "B", "O", "C", "C", "C", "H", "H", "H", "H", "H", "H", "H", "H", "H", "H", "H", "H"], "coordinates": [[0.40251, 0.03048, -0.37657], [-2.83786, 0.74181, 1.27054], [-3.07044, -0.64864, 1.64328], [-2.45498, -1.62196, 0.65267], [-0.99244, -1.55604, 0.58025], [-3.50158, 1.35712, 1.72279], [-2.90730, 0.86177, 0.26438], [-4.13903, -0.90218, 1.70031], [-2.63910, -0.82065, 2.63448], [-2.84398, -1.42643, -0.34877], [-2.77594, -2.63023, 0.94071], [-0.66693, -2.27684, -0.06204], [-0.58030, -1.73336, 1.49143], [3.46940, -2.31148, 1.20938], [2.62603, -2.15241, 0.33338], [1.70108, -1.25712, 0.41947], [2.67556, -3.01600, -0.90952], [3.73141, -3.93663, -0.93806], [3.92394, -4.80831, -1.98828], [3.03036, -4.76827, -3.05711], [1.98683, -3.87022, -3.05007], [1.76784, -2.96471, -1.98916], [0.39875, -1.88398, -2.20579], [4.39636, -3.93616, -0.08513], [4.74927, -5.50924, -1.97873], [3.15120, -5.44120, -3.89879], [1.29413, -3.83554, -3.88182], [3.97752, 1.06932, -2.58836], [3.12863, 0.11634, -2.21009], [2.15997, 0.67629, -1.51459], [2.47404, 2.00759, -1.50162], [3.58752, 2.29358, -2.15375], [1.54004, 2.85281, -0.81922], [1.63906, 4.23291, -0.72050], [0.74081, 4.99101, -0.11584], [-0.30629, 4.29324, 0.41006], [-0.43060, 2.93775, 0.34707], [0.49486, 2.14653, -0.27058], [4.81826, 0.97053, -3.12798], [3.22547, -0.93092, -2.44550], [2.49715, 4.72300, -1.16903], [-1.07042, 4.87411, 0.91272], [-1.26256, 2.41992, 0.80608], [-9.86553, 0.66859, -5.36447], [-8.52254, 0.63072, -4.67369], [-8.33782, 0.11752, -3.60555], [-7.23949, 1.41776, -5.64108], [-5.81872, 1.18349, -4.61224], [-4.93896, 0.13975, -4.87571], [-3.80831, -0.03027, -4.09782], [-3.53351, 0.84017, -3.03622], [-4.42876, 1.88727, -2.78478], [-5.55682, 2.05945, -3.56482], [-2.36812, 0.65470, -2.23353], [-1.38023, 0.44576, -1.54852], [-10.63931, 0.41104, -4.64505], [-9.86960, -0.06054, -6.17572], [-10.05545, 1.65177, -5.79352], [-5.14570, -0.54103, -5.69160], [-3.11981, -0.84090, -4.29596], [-4.21972, 2.57254, -1.97363], [-6.23839, 2.87578, -3.36476], [1.95277, 2.34027, 4.48575], [1.70373, 1.06343, 3.70366], [2.95387, 0.19235, 3.68321], [1.40606, 1.41052, 2.33609], [0.52160, 0.47180, 1.83126], [0.00081, -0.29497, 2.87233], [0.42576, 0.28398, 4.12091], [-0.70195, 1.19939, 4.58707], [0.65940, -0.83061, 5.12338], [2.86216, 2.81595, 4.11735], [2.08618, 2.12300, 5.54862], [1.13118, 3.04472, 4.36792], [3.75821, 0.75936, 3.21250], [2.80588, -0.71309, 3.09267], [3.26907, -0.07844, 4.69350], [-0.87373, 1.99415, 3.85988], [-0.48566, 1.64569, 5.55956], [-1.61708, 0.61106, 4.67027], [1.34558, -1.57457, 4.72357], [-0.28829, -1.32145, 5.35161], [1.07122, -0.43273, 6.05407]], "atomic_forces_ev_per_a": [[-0.2, -0.1, -0.1], [0.0, 0.0, 0.0], [0.0, 0.0, 0.0], [0.0, 0.0, 0.0], [0.1, -0.1, 0.0], [0.0, 0.0, 0.0], [0.0, 0.0, 0.0], [0.0, 0.0, 0.0], [0.0, 0.0, 0.0], [0.0, 0.0, 0.0], [0.0, 0.0, 0.0], [0.0, 0.0, 0.0], [0.0, 0.0, 0.0], [-0.1, -0.1, 0.0], [0.2, 0.1, 0.0], [0.0, 0.1, 0.0], [0.0, -0.1, 0.0], [0.0, 0.0, 0.0], [0.0, 0.0, 0.0], [0.0, 0.0, 0.0], [0.0, 0.0, 0.0], [0.0, 0.0, 0.0], [0.0, 0.0, 0.1], [0.0, 0.0, 0.0], [0.0, 0.0, 0.0], [0.0, 0.0, 0.0], [0.0, 0.0, 0.0], [0.0, 0.0, 0.0], [0.0, 0.0, 0.0], [-0.1, 0.0, 0.0], [0.1, 0.0, -0.1], [0.0, 0.0, 0.0], [0.0, 0.1, 0.0], [0.0, 0.0, 0.0], [0.0, 0.0, 0.0], [0.0, 0.0, 0.0], [0.0, 0.0, 0.0], [0.1, 0.0, 0.0], [0.0, 0.0, 0.0], [0.0, 0.0, 0.0], [0.0, 0.0, 0.0], [0.0, 0.0, 0.0], [0.0, 0.0, 0.0], [0.0, 0.0, 0.0], [0.0, 0.0, 0.0], [0.0, 0.0, 0.0], [0.0, 0.0, 0.0], [0.0, 0.0, 0.0], [0.0, 0.0, 0.0], [0.0, 0.0, 0.0], [0.0, 0.0, -0.1], [0.0, 0.0, 0.0], [0.0, 0.0, 0.0], [0.0, 0.0, 0.1], [0.2, 0.0, 0.0], [0.0, 0.0, 0.0], [0.0, 0.0, 0.0], [0.0, 0.0, 0.0], [0.0, 0.0, 0.0], [0.0, 0.0, 0.0], [0.0, 0.0, 0.0], [0.0, 0.0, 0.0], [0.0, 0.0, 0.0], [0.0, 0.0, 0.0], [0.0, 0.0, 0.0], [0.0, 0.0, 0.0], [0.0, 0.0, 0.0], [0.0, 0.0, 0.0], [0.0, 0.0, 0.0], [0.0, 0.0, 0.0], [0.0, 0.0, 0.0], [0.0, 0.0, 0.0], [0.0, 0.0, 0.0], [0.0, 0.0, 0.0], [0.0, 0.0, 0.0], [0.0, 0.0, 0.0], [0.0, 0.0, 0.0], [0.0, 0.0, 0.0], [0.0, 0.0, 0.0], [0.0, 0.0, 0.0], [0.0, 0.0, 0.0], [0.0, 0.0, 0.0], [0.0, 0.0, 0.0]], "lowdin_charge": [0.791, 0.021, -0.266, -0.230, -0.053, 0.072, 0.031, 0.105, 0.098, 0.104, 0.114, 0.023, 0.078, 0.037, -0.558, -0.192, -0.158, -0.046, -0.111, -0.113, -0.155, -0.609, 0.658, 0.107, 0.088, 0.092, 0.081, 0.025, -0.110, 0.047, -0.292, 0.117, -0.198, -0.108, 0.039, -0.147, -0.132, -0.046, 0.151, 0.125, 0.108, 0.090, 0.081, -0.087, -0.756, 0.038, 0.994, -0.557, -0.097, -0.020, -0.245, -0.028, -0.097, -0.128, -0.116, 0.081, 0.081, 0.068, 0.102, 0.119, 0.114, 0.105, -0.009, -0.477, -0.003, 0.083, -0.535, 0.042, -0.477, -0.010, -0.006, 0.090, 0.090, 0.082, 0.098, 0.080, 0.088, 0.094, 0.086, 0.086, 0.088, 0.087, 0.091]}